Entry from the Open Molecules 2025 dataset: 2 unconnected molecules or ions with the total composition C2H10N2 (ωB97M-V with the def2-TZVPD basis set).

Atoms and positions in Å:
C: 2.25 -2.92 2.80
H: 1.72 -3.25 3.69
H: 2.96 -3.59 2.31
H: 2.85 -2.09 3.19
H: 1.62 -2.44 2.05
N: -0.36 1.15 -2.22
C: -0.40 1.19 -0.78
N: -1.72 1.13 -0.12
H: -0.19 0.27 -2.69
H: -0.92 1.82 -2.71
H: 0.31 0.49 -0.37
H: 0.04 2.15 -0.48
H: -2.41 1.45 -0.78
H: -1.87 0.17 0.17

For the LUMO energy (spin up / spin down), the calculation gives 4.078 / 4.199 eV. The value obtained for the total energy is -191.627194 hartree. Its energy relative to the best compared isomer or geometry (same formula, charge and spin) is 42.23 kJ/mol. The value obtained for the orbital gap (spin up / spin down) is 2.7 / 9.8 eV. The total charge is -1. As for the spin multiplicity: 2. The value obtained for the HOMO energy (spin up / spin down) is 1.423 / -5.583 eV.

Mulliken population analysis, charges in e, atoms 1 to 4: -2.55 0.57 0.49 0.60



Entry from the Open Molecules 2025 dataset: a molecular structure, C49H37CrN5O2 (ωB97M-V with the def2-TZVPD basis set).

Atoms and positions in Å:
Cr: -0.10 -0.60 0.41
C: -2.76 -5.69 -4.77
C: -3.64 -5.15 -3.84
C: -3.19 -4.21 -2.92
C: -1.86 -3.81 -2.90
C: -0.98 -4.37 -3.83
C: -1.42 -5.30 -4.75
C: -1.36 -2.83 -1.89
C: -0.47 -3.32 -0.91
C: -0.20 -4.73 -0.70
C: 0.56 -4.82 0.42
C: 0.80 -3.47 0.88
C: 1.63 -3.13 1.95
C: 2.29 -4.23 2.73
C: 3.17 -5.13 2.14
C: 3.75 -6.16 2.88
C: 3.45 -6.30 4.23
C: 2.58 -5.41 4.83
C: 2.00 -4.38 4.09
C: 1.88 -1.80 2.37
N: 1.24 -0.69 1.92
C: 1.76 0.37 2.61
C: 1.28 1.68 2.56
C: 1.97 2.70 3.41
C: 1.42 3.10 4.63
C: 2.08 4.03 5.43
C: 3.29 4.56 5.02
C: 3.84 4.18 3.80
C: 3.18 3.25 3.00
C: 0.19 2.10 1.79
C: -0.38 3.42 1.84
C: -1.44 3.43 1.00
C: -1.50 2.12 0.40
N: -0.50 1.33 0.91
C: -2.42 1.72 -0.59
C: -2.41 0.49 -1.24
C: -3.26 0.18 -2.36
C: -2.92 -1.06 -2.78
C: -1.88 -1.53 -1.89
N: -1.56 -0.55 -1.00
C: -3.48 2.70 -0.98
C: -4.78 2.55 -0.50
C: -5.77 3.47 -0.84
C: -5.48 4.55 -1.66
C: -4.18 4.70 -2.15
C: -3.20 3.78 -1.81
C: 2.81 -0.09 3.49
C: 2.88 -1.43 3.34
N: 0.14 -2.59 0.06
H: -3.10 -6.42 -5.49
H: -4.68 -5.46 -3.84
H: -3.88 -3.80 -2.19
H: 0.06 -4.07 -3.82
H: -0.73 -5.73 -5.47
H: -0.57 -5.53 -1.30
H: 0.91 -5.72 0.89
H: 3.43 -5.01 1.09
H: 4.44 -6.84 2.40
H: 3.91 -7.10 4.80
H: 2.34 -5.51 5.88
H: 1.30 -3.70 4.56
H: 0.48 2.67 4.95
H: 1.65 4.33 6.38
H: 3.81 5.28 5.64
H: 4.78 4.60 3.47
H: 3.60 2.94 2.05
H: -0.02 4.23 2.46
H: -2.12 4.24 0.79
H: -4.02 0.83 -2.77
H: -3.33 -1.62 -3.61
H: -5.01 1.71 0.14
H: -6.78 3.34 -0.46
H: -6.25 5.26 -1.93
H: -3.94 5.54 -2.80
H: -2.19 3.89 -2.20
H: 3.40 0.54 4.13
H: 3.57 -2.10 3.82
O: 2.45 0.67 -3.14
C: 1.67 1.01 -2.12
O: 1.67 0.40 -1.08
C: 0.88 2.29 -2.31
N: 0.83 2.71 -3.72
C: 1.02 4.17 -3.84
C: 1.26 4.68 -2.41
C: 1.61 3.44 -1.59
H: -0.10 2.13 -1.87
H: -0.01 2.39 -4.17
H: 2.21 1.32 -3.84
H: 0.15 4.64 -4.29
H: 1.88 4.38 -4.48
H: 0.35 5.15 -2.01
H: 2.05 5.43 -2.38
H: 1.29 3.51 -0.55
H: 2.69 3.26 -1.60

For the LUMO energy (spin up / spin down), the calculation gives -0.761 / -0.974 eV. The value obtained for the total energy is -3358.320985 hartree. The value obtained for the orbital gap (spin up / spin down) is 5.9 / 5.8 eV. As for the spin multiplicity: 5. The value obtained for the HOMO energy (spin up / spin down) is -6.656 / -6.739 eV.

Mulliken population analysis, charges in e, atoms 1 to 4: 0.28 -0.37 -0.81 -0.16



Entry from the Open Molecules 2025 dataset: 29 unconnected molecules or ions with the total composition C27H114N3O32S2 (ωB97M-V with the def2-TZVPD basis set).

Atoms and positions in Å:
N: -2.76 -2.28 1.25
H: -2.48 -1.35 1.60
H: -2.71 -2.37 0.16
H: -3.75 -2.44 1.47
H: -2.08 -3.06 1.49
N: 0.00 0.74 -0.97
H: -0.41 0.40 -1.86
H: 0.87 0.22 -0.67
H: -0.73 0.62 -0.32
H: 0.16 1.73 -1.09
N: -4.22 0.10 -1.24
H: -4.84 -0.63 -1.50
H: -3.36 0.00 -1.83
H: -3.97 0.03 -0.23
H: -4.71 0.95 -1.35
S: -2.59 1.53 1.55
O: -1.70 0.37 1.24
O: -2.14 2.64 0.74
O: -3.96 1.15 1.25
O: -2.40 1.87 2.93
S: -1.63 -2.05 -1.99
O: -2.86 -2.64 -1.46
O: -2.00 -0.70 -2.50
O: -0.64 -1.86 -0.92
O: -1.12 -2.88 -3.07
O: -2.56 2.56 -2.08
H: -2.25 3.42 -2.35
H: -2.09 2.48 -1.29
O: 1.87 -3.41 2.49
H: 2.44 -4.05 2.12
H: 1.05 -3.39 1.93
O: 2.14 -0.62 0.11
H: 2.24 -0.80 1.07
H: 2.58 -1.38 -0.32
O: -1.78 -5.86 -2.23
H: -1.65 -6.35 -1.38
H: -1.93 -4.90 -2.10
O: -3.05 -2.45 -5.62
H: -2.73 -3.17 -6.12
H: -2.36 -2.38 -4.86
O: -0.73 -0.75 6.78
H: -0.47 -0.40 5.92
H: -0.63 -1.69 6.72
O: 0.12 0.04 3.56
H: 0.04 0.84 4.08
H: -0.34 0.27 2.79
O: -0.73 2.37 5.00
H: -1.55 2.38 4.40
H: -0.54 3.25 5.29
O: -0.36 -3.85 1.09
H: -0.50 -3.36 0.23
H: -0.31 -4.84 0.90
O: 1.24 -4.22 -1.67
H: 0.49 -4.79 -1.89
H: 1.23 -3.41 -2.20
O: -2.90 -0.80 3.86
H: -3.06 0.16 3.74
H: -2.89 -0.85 4.86
O: 2.60 -0.77 2.78
H: 2.55 -1.73 2.88
H: 1.65 -0.54 3.11
O: -5.96 2.33 -0.14
H: -5.39 1.89 0.52
H: -5.56 3.20 -0.40
O: -5.74 -1.92 1.51
H: -5.63 -0.98 1.69
H: -5.87 -1.99 0.56
O: -5.68 -2.11 -2.13
H: -5.57 -1.77 -3.04
H: -4.87 -2.63 -2.00
C: 1.00 -8.57 1.41
C: 0.07 -7.39 1.44
C: 0.26 -6.59 2.72
O: 0.23 -6.49 0.36
H: 1.92 -8.33 1.92
H: 1.32 -8.74 0.40
H: 0.59 -9.47 1.89
H: -0.97 -7.76 1.36
H: 0.22 -7.19 3.65
H: -0.43 -5.75 2.81
H: 1.21 -6.12 2.69
H: 1.21 -6.26 0.20
C: -4.51 0.85 -4.55
C: -4.04 0.95 -6.04
C: -2.50 1.20 -6.20
O: -4.43 -0.12 -6.89
H: -5.64 0.88 -4.36
H: -3.96 1.54 -3.89
H: -4.23 -0.15 -4.24
H: -4.52 1.82 -6.49
H: -2.23 2.25 -5.96
H: -2.19 0.93 -7.24
H: -1.94 0.58 -5.44
H: -4.04 -0.96 -6.51
C: -2.89 6.40 1.95
C: -3.77 5.21 1.74
C: -5.23 5.44 2.02
O: -3.60 4.81 0.40
H: -1.84 6.13 1.84
H: -2.97 6.99 2.84
H: -3.16 7.09 1.14
H: -3.43 4.44 2.41
H: -5.34 5.99 2.97
H: -5.73 4.45 2.09
H: -5.66 5.97 1.21
H: -3.19 3.96 0.34
C: 0.88 3.76 -3.76
C: 0.48 5.18 -3.48
C: 0.23 5.97 -4.77
O: -0.66 5.33 -2.66
H: 1.85 3.76 -4.18
H: 0.11 3.33 -4.44
H: 0.97 3.26 -2.83
H: 1.25 5.73 -2.97
H: 0.06 7.04 -4.64
H: -0.67 5.60 -5.28
H: 1.09 5.85 -5.45
H: -0.45 4.73 -1.85
C: 4.97 -6.00 -1.14
C: 4.47 -5.17 -0.01
C: 4.90 -3.76 -0.09
O: 3.03 -5.26 0.11
H: 6.07 -6.15 -1.14
H: 4.69 -5.62 -2.13
H: 4.57 -7.04 -1.10
H: 4.90 -5.67 0.90
H: 4.48 -3.22 -1.01
H: 5.96 -3.63 -0.19
H: 4.65 -3.21 0.80
H: 2.60 -4.99 -0.75
C: 3.42 2.40 6.88
C: 3.77 2.38 5.39
C: 2.57 2.69 4.45
O: 4.80 3.30 5.20
H: 3.18 3.43 7.14
H: 4.27 2.08 7.49
H: 2.54 1.88 7.17
H: 4.19 1.35 5.07
H: 1.96 3.45 4.87
H: 1.99 1.85 4.04
H: 2.95 3.17 3.58
H: 5.13 3.17 4.34
C: 5.24 1.43 0.73
C: 5.35 1.25 2.26
C: 6.12 0.05 2.75
O: 5.92 2.45 2.73
H: 4.90 0.58 0.19
H: 6.24 1.49 0.41
H: 4.68 2.26 0.33
H: 4.29 1.12 2.61
H: 7.12 0.10 2.49
H: 5.64 -0.81 2.35
H: 5.88 0.04 3.81
H: 5.53 3.14 2.24
C: 3.04 -1.55 -3.76
C: 1.48 -1.31 -3.75
C: 1.19 0.13 -4.13
O: 0.87 -2.21 -4.73
H: 3.39 -1.29 -4.81
H: 3.31 -2.58 -3.53
H: 3.54 -0.88 -3.07
H: 1.04 -1.40 -2.73
H: 0.15 0.42 -3.80
H: 1.25 0.22 -5.21
H: 1.90 0.84 -3.63
H: 0.04 -2.47 -4.28
C: 0.88 3.78 1.76
C: 0.97 4.24 0.29
C: 2.31 3.89 -0.34
O: -0.09 3.67 -0.53
H: 1.29 2.83 1.81
H: -0.14 3.81 2.14
H: 1.56 4.39 2.34
H: 0.73 5.35 0.19
H: 2.53 2.81 -0.36
H: 3.03 4.39 0.28
H: 2.48 4.28 -1.35
H: -0.98 3.46 -0.08

For the LUMO energy, the calculation gives 1.965 eV. The value obtained for the total energy is -4465.720855 hartree. The value obtained for the orbital gap is 9.8 eV. The total charge is -1. As for the spin multiplicity: 1. The value obtained for the HOMO energy is -7.835 eV.

Mulliken population analysis, charges in e, atoms 1 to 4: 0.67 -0.54 -0.40 0.66



Entry from the Open Molecules 2025 dataset: a single C29H42N2O6 molecule (ωB97M-V with the def2-TZVPD basis set).

Atoms and positions in Å:
C: -1.28 -1.59 -0.10
C: -0.46 -1.55 -1.38
H: -0.93 -0.88 -2.11
H: -0.39 -2.55 -1.81
O: 0.89 -1.16 -1.18
C: 1.15 0.21 -1.12
C: 2.68 0.41 -1.15
H: 3.05 -0.26 -1.93
C: 2.99 1.85 -1.56
H: 2.79 2.52 -0.71
C: 4.43 2.03 -2.03
C: 4.73 3.49 -2.38
H: 4.06 3.84 -3.16
O: 6.03 3.67 -2.90
H: 6.67 3.34 -2.26
H: 4.59 4.12 -1.49
H: 4.60 1.42 -2.92
H: 5.13 1.70 -1.26
H: 2.32 2.16 -2.37
C: 3.34 0.05 0.20
C: 2.35 0.09 1.32
C: 1.09 0.50 1.19
O: 0.54 0.84 -0.03
C: 0.15 0.50 2.36
O: 0.21 -0.40 3.18
N: -0.73 1.52 2.47
C: -0.86 2.66 1.60
H: -0.97 3.55 2.23
C: -2.11 2.49 0.73
N: -3.28 2.31 1.58
C: -4.53 2.26 0.82
C: -4.59 1.12 -0.18
C: -4.09 1.29 -1.46
C: -4.02 0.24 -2.37
C: -4.46 -0.99 -1.95
C: -4.97 -1.17 -0.66
C: -5.05 -0.13 0.24
H: -5.45 -0.29 1.23
O: -5.34 -2.47 -0.50
C: -5.05 -3.12 -1.72
O: -4.50 -2.18 -2.62
H: -4.33 -3.93 -1.54
H: -5.97 -3.54 -2.15
H: -3.64 0.38 -3.37
H: -3.76 2.27 -1.77
H: -4.62 3.22 0.29
H: -5.34 2.18 1.54
C: -3.12 1.18 2.48
C: -1.87 1.38 3.34
H: -1.97 2.29 3.95
H: -1.71 0.52 3.99
H: -3.02 0.23 1.94
H: -4.00 1.13 3.12
H: -1.95 1.64 0.05
H: -2.26 3.40 0.14
H: 0.02 2.77 0.97
H: 2.70 -0.18 2.31
H: 4.07 0.84 0.41
C: 4.15 -1.27 0.17
C: 3.26 -2.51 0.28
H: 2.73 -2.49 1.23
C: 4.11 -3.78 0.19
C: 5.16 -3.80 1.29
C: 6.04 -2.56 1.20
C: 5.20 -1.29 1.29
H: 4.70 -1.27 2.26
H: 5.84 -0.41 1.21
H: 6.78 -2.57 2.00
H: 6.58 -2.57 0.24
H: 5.77 -4.70 1.20
H: 4.67 -3.82 2.26
H: 3.46 -4.65 0.27
H: 4.60 -3.82 -0.79
H: 2.52 -2.50 -0.52
H: 4.68 -1.30 -0.79
H: 0.68 0.70 -2.00
H: -1.50 -0.59 0.26
H: -2.22 -2.11 -0.28
H: -0.73 -2.12 0.68

For the LUMO energy, the calculation gives 0.650 eV. The value obtained for the total energy is -1691.183703 hartree. Its energy relative to the best compared isomer or geometry (same formula, charge and spin) is 3.83 kJ/mol. The value obtained for the orbital gap is 8.9 eV. The SMILES is CCO[C@H]1OC(C(=O)N2CCN(Cc3ccc4c(c3)OCO4)CC2)=C[C@@H](C2CCCCC2)[C@@H]1CCCO. As for the spin multiplicity: 1. The value obtained for the HOMO energy is -8.228 eV.

Mulliken population analysis, charges in e, atoms 1 to 4: -0.54 -0.56 0.27 0.39